# 1
Density functional theory data (wB97M-V/def2-TZVPD) for 2 unconnected molecules or ions with the total composition C4H4O at a distorted geometry.

Each line ends with the Mulliken charge.
Geometry (Å):
C (1.299, -0.057, -0.908)  -0.93
C (0.166, 0.302, 0.033)  -0.02
C (-0.890, -0.349, 0.418)  0.03
C (-1.961, -0.203, 1.213)  0.19
O (-2.977, -0.624, 1.620)  -0.39
H (1.337, -1.133, -1.149)  0.32
H (2.247, 0.227, -0.451)  0.29
H (1.220, 0.483, -1.857)  0.27
H (-0.441, 1.353, 1.082)  0.24

Lowest unoccupied orbital energy: -0.4150 eV
Net charge: 0

***

# 2
Density functional theory data (wB97M-V/def2-TZVPD) for a molecular structure, C4H4O.

Each line ends with the Mulliken charge.
Geometry (Å):
C (0.776, -0.030, -1.144)  -0.30
C (0.852, -1.178, -0.189)  -0.48
C (0.228, -0.140, 0.411)  0.28
C (-0.994, -0.057, 1.253)  0.01
O (-1.187, -0.789, 2.188)  -0.42
H (1.624, 0.644, -1.260)  0.26
H (0.279, 0.928, -0.211)  0.10
H (0.129, -0.124, -2.019)  0.26
H (-1.707, 0.746, 0.972)  0.27

Lowest unoccupied orbital energy: 0.0799 eV
Net charge: 0

***

# 3
Density functional theory data (wB97M-V/def2-TZVPD) for C4H4O in the gas phase.

Each line ends with the Mulliken charge.
Geometry (Å):
C (-0.908, -0.985, -0.105)  -0.37
C (-1.310, -1.983, -0.842)  -0.21
C (0.041, 0.102, -0.508)  0.14
C (0.738, 0.893, 0.507)  -0.33
O (1.414, -0.110, -0.233)  -0.37
H (-1.333, -1.004, 0.905)  0.30
H (-0.159, 0.549, -1.480)  0.37
H (0.575, 0.658, 1.560)  0.23
H (1.028, 1.920, 0.292)  0.25

Lowest unoccupied orbital energy: -0.6135 eV
Net charge: 0

***

# 4
Density functional theory data (wB97M-V/def2-TZVPD) for 2 unconnected molecules or ions with the total composition C4H4O at a distorted geometry.

Each line ends with the Mulliken charge.
Geometry (Å):
C (2.302, -0.632, -0.651)  0.10
C (1.128, -0.909, -0.712)  -0.45
C (-0.903, 0.984, 0.591)  -0.90
C (-1.441, -0.136, 0.077)  0.36
O (-0.871, -0.997, -0.680)  -0.31
H (3.336, -0.742, -0.519)  0.39
H (-1.238, 1.685, 1.270)  0.28
H (0.111, 1.323, 0.437)  0.19
H (-2.426, -0.576, 0.187)  0.35

Lowest unoccupied orbital energy: -1.9547 eV
Net charge: 0

***

# 5
Density functional theory data (wB97M-V/def2-TZVPD) for C4H4O in the gas phase.

Each line ends with the Mulliken charge.
Geometry (Å):
C (1.791, 0.262, 0.978)  0.09
C (0.981, -0.341, 0.324)  -0.44
C (-0.250, -0.714, -0.364)  -0.49
C (-1.136, 0.541, -0.439)  0.03
O (-0.904, 1.557, 0.158)  -0.42
H (2.452, 0.841, 1.580)  0.37
H (-0.104, -1.134, -1.370)  0.31
H (-0.796, -1.469, 0.223)  0.23
H (-2.034, 0.458, -1.090)  0.33

Lowest unoccupied orbital energy: 0.9578 eV
Net charge: 0
SMILES: C#CCC=O

***

# 6
Density functional theory data (wB97M-V/def2-TZVPD) for a molecular structure, C4H4O at a distorted geometry.

Each line ends with the Mulliken charge.
Geometry (Å):
O (1.680, 0.097, 1.359)  -0.44
C (1.137, 0.185, 0.291)  -0.08
C (-0.320, 0.510, 0.135)  -0.22
C (-1.714, -0.162, -1.059)  -0.60
C (-0.852, -0.904, -0.452)  0.03
H (1.650, -0.024, -0.665)  0.37
H (-0.360, 1.404, -0.514)  0.27
H (-0.773, 0.791, 1.086)  0.29
H (-0.447, -1.896, -0.181)  0.38

Lowest unoccupied orbital energy: 0.5010 eV
Net charge: 0

***

# 7
Density functional theory data (wB97M-V/def2-TZVPD) for C4H4O2 in the gas phase.

Each line ends with the Mulliken charge.
Geometry (Å):
O (-1.861, 1.881, -1.125)  -0.47
C (-0.838, 1.432, -0.667)  0.01
C (-0.752, 0.719, 0.640)  -0.36
C (0.193, -0.192, 0.726)  -0.02
C (1.186, -0.990, 0.411)  0.00
O (1.080, -2.168, -0.260)  -0.47
H (0.127, 1.440, -1.225)  0.34
H (-1.520, 0.902, 1.391)  0.33
H (2.205, -0.775, 0.717)  0.31
H (0.180, -2.248, -0.608)  0.32

Lowest unoccupied orbital energy: 0.1533 eV
Net charge: 0
SMILES: O=CC=C=CO

***

# 8
Density functional theory data (wB97M-V/def2-TZVPD) for a molecular structure, C4H4O2 at a distorted geometry.

Each line ends with the Mulliken charge.
Geometry (Å):
C (-0.387, -1.049, -1.734)  -0.14
C (0.416, -0.246, 0.731)  0.62
C (-0.736, -1.292, -0.599)  -0.06
C (0.083, 1.228, 0.737)  -0.75
O (-0.749, -0.960, 0.642)  -0.33
O (1.467, -0.845, 0.814)  -0.52
H (-0.511, -1.424, -2.722)  0.33
H (0.663, 1.655, 1.704)  0.30
H (-0.996, 1.375, 0.642)  0.29
H (0.752, 1.558, -0.215)  0.26

Lowest unoccupied orbital energy: 0.4103 eV
Net charge: 0

***

# 9
Density functional theory data (wB97M-V/def2-TZVPD) for a molecular structure, C4H4O2 at a distorted geometry.

Each line ends with the Mulliken charge.
Geometry (Å):
O (-1.995, -0.818, -1.420)  -0.50
C (-1.204, -0.487, -0.607)  0.50
O (-0.987, -1.082, 0.640)  -0.36
C (-0.230, 0.047, 0.939)  -0.04
C (1.129, 0.023, -0.007)  -0.75
C (-0.206, 0.633, -0.383)  -0.16
H (0.433, 0.209, 1.826)  0.40
H (1.934, 0.752, 0.136)  0.31
H (1.434, -0.933, -0.427)  0.25
H (-0.308, 1.656, -0.697)  0.35

Lowest unoccupied orbital energy: 0.9342 eV
Net charge: 0

***

# 10
Density functional theory data (wB97M-V/def2-TZVPD) for C4H4O2 in the gas phase.

Each line ends with the Mulliken charge.
Geometry (Å):
C (-2.212, -0.628, -0.905)  0.08
C (-1.343, 0.072, -0.450)  -0.29
C (-0.080, 0.683, -0.063)  0.41
O (0.172, 1.867, -0.128)  -0.56
C (0.979, -0.345, 0.279)  -0.45
O (2.238, 0.231, 0.404)  -0.51
H (-2.977, -1.239, -1.332)  0.40
H (0.703, -0.890, 1.194)  0.28
H (0.906, -1.076, -0.542)  0.27
H (2.130, 1.175, 0.201)  0.37

Lowest unoccupied orbital energy: -0.0197 eV
Net charge: 0
SMILES: C#CC(=O)CO

***

# 11
Density functional theory data (wB97M-V/def2-TZVPD) for C4H4O2 in the gas phase at a distorted geometry.

Each line ends with the Mulliken charge.
Geometry (Å):
O (-0.858, -2.221, -2.004)  -0.47
C (-0.446, -1.140, -1.701)  0.52
C (0.318, 0.052, -2.103)  -0.58
C (-2.284, -0.001, 0.286)  -0.23
O (-1.246, 0.654, -0.124)  -0.17
C (-0.161, -0.123, -0.646)  -0.12
H (-0.230, 0.746, -2.752)  0.26
H (1.396, 0.021, -2.281)  0.26
H (-1.968, -0.995, 0.692)  0.17
H (0.581, -0.344, 0.124)  0.36

Lowest unoccupied orbital energy: 0.0487 eV
Net charge: 0

***

# 12
Density functional theory data (wB97M-V/def2-TZVPD) for C4H4O2 in the gas phase.

Each line ends with the Mulliken charge.
Geometry (Å):
C (2.169, 0.253, 0.992)  0.32
C (1.291, -0.066, 0.228)  -0.29
C (0.220, -0.413, -0.709)  0.08
O (0.361, -1.282, -1.539)  -0.48
C (-1.099, 0.330, -0.509)  -0.40
O (-1.940, -0.420, 0.343)  -0.47
H (2.961, 0.521, 1.658)  0.39
H (-0.914, 1.344, -0.125)  0.29
H (-1.606, 0.394, -1.475)  0.25
H (-1.442, -0.661, 1.136)  0.33

Lowest unoccupied orbital energy: -0.1723 eV
Net charge: 0
SMILES: C#CC(=O)CO

***

no.,HOMO-LUMO gap (eV),E_HOMO (hartree)
1,7.5,-0.2917
2,9.8,-0.3577
3,10.0,-0.3904
4,7.2,-0.3364
5,11.0,-0.3703
6,10.9,-0.3836
7,9.6,-0.3483
8,10.3,-0.3624
9,10.4,-0.3478
10,10.7,-0.3955
11,8.7,-0.3197
12,10.1,-0.3785